221
Properties=species:S:1:pos:R:3 method="wB97M-V/def2-TZVPD" e_lumo_ev=-10.205 total_charge=+6
C -1.206 0.461 0.812
C -0.198 0.420 -0.349
C 0.952 -0.586 -0.171
O -0.858 0.159 -1.554
H -0.786 0.995 1.664
H -1.568 -0.547 1.014
H -2.118 1.007 0.569
H 0.237 1.412 -0.467
H 1.548 -0.758 -1.068
H 0.631 -1.536 0.255
H 1.650 -0.239 0.592
C -0.621 4.794 2.873
C -1.845 3.937 2.411
C -2.701 4.511 1.298
C -1.996 4.502 -0.096
N -2.926 4.525 -1.362
C -2.066 4.787 -2.656
C -3.030 5.425 -3.629
C -4.063 6.312 -2.836
C -3.951 5.754 -1.383
C -3.625 3.201 -1.333
H -1.032 5.549 3.543
H -0.279 5.550 2.166
H 0.190 4.343 3.445
H -2.473 3.739 3.279
H -1.499 2.958 2.080
H -2.990 5.544 1.495
H -3.604 3.913 1.178
H -1.306 3.678 -0.282
H -1.455 5.443 -0.193
H -1.458 3.938 -2.969
H -1.359 5.595 -2.467
H -3.570 4.679 -4.213
H -2.561 6.013 -4.418
H -5.077 6.081 -3.161
H -3.870 7.365 -3.042
H -4.897 5.504 -0.903
H -3.517 6.585 -0.827
H -4.056 3.113 -2.330
H -4.423 3.346 -0.605
H -3.003 2.314 -1.208
C 4.890 -0.001 0.818
C 4.578 1.496 0.936
C 3.991 2.175 -0.242
C 4.363 3.674 -0.254
N 3.462 4.576 -1.184
C 2.002 4.604 -0.644
C 1.552 6.065 -1.038
C 2.729 6.806 -1.675
C 3.929 6.069 -1.163
C 3.401 3.993 -2.658
H 5.229 -0.389 1.778
H 5.738 -0.287 0.195
H 4.001 -0.523 0.464
H 5.341 2.071 1.460
H 3.806 1.540 1.704
H 2.912 2.088 -0.364
H 4.526 1.823 -1.124
H 5.404 3.836 -0.535
H 4.205 4.091 0.740
H 1.309 3.921 -1.135
H 1.973 4.490 0.439
H 0.803 5.994 -1.827
H 1.060 6.462 -0.151
H 2.657 6.767 -2.762
H 2.576 7.851 -1.406
H 4.769 6.182 -1.848
H 4.122 6.397 -0.141
H 4.360 3.874 -3.163
H 2.731 4.602 -3.264
H 2.960 2.996 -2.667
C 3.514 -3.158 0.151
C 3.684 -4.368 1.003
C 4.194 -4.193 2.470
C 4.473 -5.583 3.188
N 4.937 -5.493 4.692
C 4.453 -4.229 5.477
C 2.897 -4.568 5.580
C 2.804 -6.092 5.858
C 4.251 -6.599 5.586
C 6.480 -5.655 4.810
H 4.465 -2.627 0.103
H 2.842 -2.525 0.731
H 3.019 -3.200 -0.819
H 4.345 -5.070 0.493
H 2.721 -4.860 1.141
H 3.387 -3.594 2.892
H 5.118 -3.616 2.461
H 5.216 -6.192 2.672
H 3.525 -6.118 3.243
H 4.877 -4.193 6.481
H 4.660 -3.390 4.813
H 2.570 -3.969 6.430
H 2.302 -4.205 4.742
H 2.630 -6.357 6.900
H 1.985 -6.593 5.342
H 4.769 -6.695 6.540
H 4.248 -7.562 5.074
H 6.934 -4.901 4.167
H 6.662 -6.682 4.494
H 6.744 -5.413 5.840
C 5.081 -0.476 -4.011
C 3.781 0.258 -3.503
C 2.816 0.431 -4.677
C 1.430 0.945 -4.220
N 0.276 0.616 -5.258
C -0.989 1.429 -4.982
C -2.139 0.469 -5.016
C -1.580 -0.811 -5.645
C -0.140 -0.892 -5.191
C 0.806 0.904 -6.699
H 5.499 -1.227 -3.341
H 5.836 0.271 -4.254
H 4.904 -0.924 -4.989
H 4.077 1.241 -3.137
H 3.249 -0.223 -2.683
H 2.655 -0.496 -5.228
H 3.245 1.241 -5.266
H 1.473 2.025 -4.078
H 1.047 0.582 -3.266
H -1.239 2.307 -5.578
H -0.898 1.710 -3.933
H -2.975 0.865 -5.593
H -2.548 0.280 -4.024
H -1.686 -0.892 -6.726
H -2.150 -1.698 -5.370
H 0.427 -1.522 -5.878
H 0.039 -1.210 -4.164
H -0.012 0.852 -7.416
H 1.617 0.264 -7.047
H 1.249 1.893 -6.580
C -5.452 0.633 -0.115
C -5.107 -0.183 -1.384
C -6.227 -0.954 -2.066
C -7.526 -0.119 -2.194
N -8.756 -0.791 -2.791
C -9.076 -2.212 -2.248
C -9.143 -3.128 -3.475
C -9.539 -2.271 -4.670
C -8.632 -1.024 -4.342
C -9.938 0.207 -2.518
H -5.924 1.555 -0.456
H -4.606 0.917 0.511
H -6.128 0.129 0.576
H -4.276 -0.853 -1.161
H -4.737 0.497 -2.150
H -6.375 -1.868 -1.490
H -5.811 -1.253 -3.028
H -7.483 0.854 -2.683
H -7.820 0.077 -1.163
H -10.070 -2.196 -1.800
H -8.336 -2.394 -1.469
H -9.856 -3.918 -3.239
H -8.151 -3.572 -3.562
H -10.594 -2.001 -4.626
H -9.455 -2.805 -5.617
H -8.847 -0.134 -4.933
H -7.576 -1.281 -4.419
H -10.159 0.093 -1.456
H -10.779 -0.156 -3.110
H -9.668 1.259 -2.608
C -2.904 -2.979 2.778
C -3.743 -2.551 1.585
C -3.483 -3.406 0.341
C -2.050 -3.159 -0.196
N -1.813 -3.574 -1.671
C -0.289 -3.569 -2.040
C 0.273 -4.926 -1.684
C -0.951 -5.816 -1.416
C -2.112 -5.089 -1.999
C -2.656 -2.667 -2.567
H -2.879 -2.276 3.611
H -1.883 -3.054 2.403
H -3.188 -3.978 3.108
H -3.548 -1.520 1.289
H -4.796 -2.532 1.865
H -4.332 -3.242 -0.323
H -3.552 -4.468 0.578
H -1.372 -3.828 0.332
H -1.785 -2.102 -0.233
H -0.186 -3.652 -3.122
H 0.222 -2.686 -1.658
H 0.859 -5.366 -2.491
H 0.920 -4.808 -0.814
H -0.873 -6.812 -1.851
H -1.057 -6.050 -0.356
H -2.117 -5.198 -3.084
H -3.128 -5.342 -1.696
H -2.384 -2.825 -3.611
H -2.389 -1.630 -2.362
H -3.716 -2.854 -2.395
C 0.648 -1.298 3.430
C 1.001 0.044 4.194
C 2.487 0.005 4.724
C 2.994 1.335 5.338
N 4.503 1.366 5.622
C 4.930 2.508 6.538
C 6.226 2.056 7.225
C 6.296 0.478 7.127
C 4.887 0.135 6.528
C 5.301 1.435 4.325
H 0.910 -2.158 4.046
H 1.249 -1.494 2.542
H -0.386 -1.376 3.092
H 0.280 0.200 4.995
H 0.769 0.883 3.538
H 3.256 -0.359 4.042
H 2.443 -0.650 5.594
H 2.517 1.549 6.295
H 2.840 2.219 4.721
H 4.911 3.452 5.992
H 4.138 2.574 7.284
H 7.040 2.505 6.656
H 6.310 2.320 8.280
H 7.151 0.096 6.569
H 6.494 -0.071 8.047
H 4.711 -0.789 5.977
H 4.147 0.101 7.328
H 4.863 2.216 3.703
H 5.226 0.455 3.854
H 6.364 1.577 4.517